# 1
Entry from OMol25: a structure of composition C28H62NNbO13P at a distorted geometry (ωB97M-V/def2-TZVPD).

```
106
Properties=species:S:1:pos:R:3:lowdin_charge:R:1
C -5.9282 3.7354 -1.3329 -0.078
C -5.3873 2.3790 -1.7586 -0.279
O -4.4538 1.9343 -0.7685 -0.219
P -4.4293 0.3868 -0.3444 0.496
O -4.4236 -0.5812 -1.4760 -0.281
C -3.0769 0.3617 0.8157 -0.342
C -1.7281 0.0411 0.1304 -0.404
Nb 0.2128 0.4454 1.2500 1.317
C 1.6988 0.1529 -0.4142 -0.366
C 2.0843 -1.3037 -0.7634 -0.324
C 3.4117 -1.7638 -0.1530 -0.231
C 4.6510 -1.0071 -0.6469 -0.209
C 4.9438 -1.2610 -2.1382 -0.204
C 6.4341 -1.3995 -2.4946 -0.218
C 6.6613 -2.1216 -3.8339 -0.197
C 6.3570 -1.3030 -5.1095 -0.165
C 6.5381 0.2044 -4.9774 -0.247
O 6.4381 0.8221 -6.2523 -0.197
C 7.5475 1.5813 -6.6612 -0.122
C -0.1771 2.6694 0.7666 -0.324
C 0.8461 3.6222 1.2676 -0.572
C 2.1748 3.6656 0.5094 -0.089
N 0.7566 4.3853 2.3008 0.069
O -5.7919 0.2922 0.5148 -0.223
C -6.5848 -0.9016 0.4758 -0.278
C -7.5516 -0.9002 -0.7049 -0.088
H -6.7568 4.0288 -1.9921 0.073
H -6.2949 3.6914 -0.3010 0.079
H -5.1550 4.5100 -1.3994 0.076
H -4.8599 2.4399 -2.7175 0.120
H -6.1990 1.6475 -1.8754 0.103
H -3.0594 1.3378 1.3122 0.066
H -3.3215 -0.3802 1.5890 0.083
H -1.6631 0.6101 -0.8140 0.039
H -1.7262 -1.0310 -0.1158 0.033
H -0.8953 0.7286 2.7130 -0.114
H 0.2119 -1.3058 1.8263 -0.133
H 1.4159 0.9451 2.5547 -0.109
H 1.2000 0.6297 -1.2806 0.040
H 2.5918 0.7652 -0.2121 0.008
H 2.1286 -1.4375 -1.8529 0.066
H 1.3090 -2.0020 -0.4114 0.070
H 3.3483 -1.6897 0.9441 0.107
H 3.5529 -2.8328 -0.3886 0.108
H 4.5177 0.0677 -0.4753 0.097
H 5.5228 -1.3051 -0.0415 0.104
H 4.5016 -0.4427 -2.7224 0.100
H 4.4367 -2.1857 -2.4531 0.112
H 6.9368 -1.9720 -1.6988 0.108
H 6.9135 -0.4097 -2.4957 0.103
H 5.9906 -2.9941 -3.8185 0.105
H 7.6802 -2.5252 -3.8928 0.103
H 5.3407 -1.5132 -5.4623 0.095
H 7.0252 -1.6176 -5.9250 0.114
H 5.7565 0.6394 -4.3389 0.111
H 7.5160 0.4419 -4.5277 0.119
H 7.1986 2.3824 -7.3207 0.084
H 8.2742 0.9603 -7.2097 0.086
H 8.0581 2.0353 -5.8001 0.083
H -0.2807 2.6984 -0.3288 0.042
H -1.1543 2.9159 1.2133 0.030
H 2.5357 4.6966 0.4534 0.064
H 2.0851 3.2478 -0.4982 0.054
H 2.9164 3.0658 1.0515 0.065
H -0.1584 4.2558 2.7354 0.019
H -7.1214 -0.9197 1.4325 0.102
H -5.9310 -1.7820 0.4441 0.118
H -8.1191 0.0391 -0.7204 0.074
H -8.2619 -1.7294 -0.5997 0.072
H -7.0123 -1.0102 -1.6507 0.067
C -0.1797 -3.5460 -3.8915 -0.027
O 0.8591 -2.5923 -3.6574 -0.005
C 1.2684 -1.9349 -4.7347 -0.624
O 0.8691 -2.0969 -5.8583 0.123
O 2.1951 -1.0602 -4.3565 -0.010
C 2.7249 -0.2535 -5.4077 -0.032
H -0.3908 -3.9788 -2.9191 0.096
H -1.0660 -3.0543 -4.2873 0.100
H 0.1540 -4.3111 -4.5909 0.094
H 1.9384 0.3369 -5.8744 0.101
H 3.2134 -0.8655 -6.1634 0.093
H 3.4479 0.4002 -4.9289 0.083
C -0.1887 -0.6735 8.8637 -0.051
O 0.0226 0.6463 8.3653 -0.006
C -0.0964 0.7458 7.0328 -0.627
O -0.3509 -0.1708 6.2978 0.110
O 0.1163 2.0007 6.6866 0.006
C -0.0292 2.2680 5.2715 -0.042
H -0.0565 -0.6000 9.9395 0.089
H -1.1948 -1.0190 8.6300 0.090
H 0.5334 -1.3677 8.4372 0.096
H -1.0353 2.0230 4.9407 0.076
H 0.6829 1.6955 4.6828 0.048
H 0.1623 3.3305 5.1592 0.083
C -3.1697 -1.5314 5.4009 -0.006
O -4.4785 -1.1701 5.8808 0.010
C -5.4920 -1.5344 5.1202 -0.632
O -5.4393 -2.1129 4.0685 0.122
O -6.6169 -1.0682 5.6820 -0.005
C -7.7979 -1.3329 4.9286 -0.049
H -2.4772 -1.1479 6.1399 0.067
H -3.0861 -2.6132 5.3168 0.100
H -2.9632 -1.0712 4.4373 0.095
H -7.9438 -2.4047 4.8022 0.095
H -7.7424 -0.8626 3.9490 0.084
H -8.6109 -0.9043 5.5076 0.090
```

**E_HOMO**: -4.80 eV
**Charge**: -1
**Max |F|**: 2.2 eV/A
**Frontier orbital gap**: 7.11 eV


# 2
Entry from OMol25: a cluster of 6 separate species, C28H63BrClN2O15P in total (ωB97M-V/def2-TZVPD).

```
111
Properties=species:S:1:pos:R:3:lowdin_charge:R:1
N -3.1011 4.9845 -4.6234 0.114
C -2.3629 4.0324 -3.8697 -0.514
O -2.6505 3.8139 -2.7162 0.068
C -1.2368 3.3239 -4.5879 -0.116
C -0.4694 2.2797 -3.7688 -0.152
C 0.9957 2.5578 -3.4072 -0.780
Cl 1.8976 2.9055 -4.9035 0.716
N 1.5901 1.3323 -2.8458 0.083
C 1.2594 1.2120 -1.5202 -0.480
O 1.0956 0.1702 -0.9268 0.086
C 1.0573 2.5987 -0.9837 -0.095
C 1.2040 3.5500 -2.2075 -0.739
Br 3.0292 4.2292 -2.1700 0.837
C 0.2214 4.7044 -2.0102 -0.227
P 0.2440 6.0840 -3.1862 0.424
O 0.8138 5.7872 -4.5031 -0.286
O -1.2846 6.5796 -3.2803 -0.132
O 0.9696 7.2695 -2.3908 -0.127
H -3.9037 4.5480 -5.0668 0.100
H -2.5153 5.4024 -5.3395 0.090
H -0.5555 4.0619 -5.0311 0.091
H -1.7138 2.8208 -5.4387 0.101
H -0.4431 1.3665 -4.3750 0.101
H -1.0221 2.0255 -2.8562 0.136
H 1.4396 0.4865 -3.3870 0.150
H 1.7682 2.8722 -0.2033 0.093
H 0.0616 2.6445 -0.5299 0.144
H 0.4622 5.1474 -1.0357 0.110
H -0.7935 4.3000 -1.9237 0.080
H -1.8417 6.3049 -2.5353 0.091
H 0.4293 8.0727 -2.3601 0.090
C 4.3268 4.4309 4.6600 -0.112
O 5.1844 4.0511 3.6017 -0.187
C 4.6188 3.0900 2.7261 -0.202
C 4.1303 3.7191 1.4424 -0.224
O 3.0228 4.5813 1.6577 -0.211
C 3.3605 5.9554 1.6300 -0.109
H 4.7977 5.2679 5.1725 0.089
H 3.3458 4.7429 4.2919 0.083
H 4.1962 3.6098 5.3733 0.089
H 3.7954 2.5607 3.2163 0.128
H 5.3978 2.3597 2.4872 0.127
H 3.7985 2.9272 0.7631 0.102
H 4.9476 4.2573 0.9528 0.128
H 3.6276 6.2713 0.6155 0.080
H 4.1896 6.1783 2.3062 0.086
H 2.4802 6.5109 1.9502 0.089
C -1.8428 -1.3281 -5.9844 -0.095
O -1.8037 0.0871 -5.9145 -0.212
C -1.3414 0.7090 -7.1049 -0.204
C -2.4772 1.2823 -7.9205 -0.205
O -3.3118 0.2682 -8.4488 -0.183
C -4.5260 0.1006 -7.7422 -0.108
H -2.3458 -1.6824 -5.0865 0.092
H -2.3945 -1.6696 -6.8632 0.086
H -0.8313 -1.7464 -6.0113 0.091
H -0.7631 0.0062 -7.7114 0.133
H -0.6756 1.5247 -6.7998 0.109
H -2.0597 1.8425 -8.7626 0.131
H -3.0619 1.9775 -7.3069 0.117
H -5.1882 0.9606 -7.8914 0.089
H -4.3542 -0.0372 -6.6713 0.083
H -5.0119 -0.7874 -8.1417 0.091
C 0.3144 -4.7460 2.0745 -0.094
O 1.3142 -3.8967 2.6050 -0.206
C 2.6359 -4.3672 2.3974 -0.211
C 3.3088 -3.6319 1.2602 -0.208
O 2.6978 -3.9218 0.0171 -0.188
C 1.8088 -2.9078 -0.4302 -0.109
H -0.6326 -4.2112 2.1375 0.079
H 0.5093 -4.9964 1.0291 0.088
H 0.2341 -5.6697 2.6593 0.085
H 2.6353 -5.4438 2.1981 0.127
H 3.1996 -4.1928 3.3207 0.122
H 4.3557 -3.9470 1.1998 0.125
H 3.2879 -2.5551 1.4578 0.128
H 2.3486 -2.0029 -0.7142 0.070
H 1.0712 -2.6529 0.3339 0.078
H 1.2931 -3.3009 -1.3052 0.091
C 2.0100 -5.7903 8.9793 -0.114
O 2.6014 -6.2631 7.7849 -0.188
C 1.7439 -7.0845 7.0105 -0.206
C 1.1495 -6.3340 5.8404 -0.211
O 0.2613 -5.3139 6.2605 -0.187
C 0.8296 -4.0156 6.2087 -0.098
H 2.6934 -5.0613 9.4113 0.089
H 1.0472 -5.3091 8.7889 0.083
H 1.8669 -6.6065 9.6960 0.088
H 0.9412 -7.4941 7.6323 0.126
H 2.3400 -7.9206 6.6313 0.125
H 0.5805 -7.0367 5.2223 0.124
H 1.9513 -5.9133 5.2242 0.119
H 0.9906 -3.7100 5.1706 0.075
H 1.7765 -3.9692 6.7535 0.085
H 0.1207 -3.3316 6.6725 0.090
C -2.8639 -1.7530 0.8852 -0.106
O -3.3948 -3.0007 1.2939 -0.196
C -3.5713 -3.1132 2.6971 -0.214
C -5.0173 -2.9440 3.1017 -0.206
O -5.4808 -1.6250 2.8643 -0.188
C -6.2735 -1.5017 1.7001 -0.114
H -2.9112 -1.7228 -0.2020 0.088
H -3.4406 -0.9182 1.2921 0.084
H -1.8177 -1.6499 1.1937 0.085
H -2.9488 -2.3803 3.2202 0.128
H -3.2356 -4.1133 2.9903 0.123
H -5.1108 -3.1397 4.1743 0.126
H -5.6378 -3.6707 2.5676 0.126
H -7.2397 -2.0023 1.8282 0.088
H -5.7697 -1.9177 0.8236 0.083
H -6.4486 -0.4393 1.5398 0.088
```

**E_HOMO**: -9.01 eV
**Max |F|**: 0.8 eV/A
**Structure (SMILES)**: NC(=O)CC[C@]1(Cl)NC(=O)C[C@]1(Br)CP(=O)(O)O.COCCOC.COCCOC.COCCOC.COCCOC.COCCOC
**Frontier orbital gap**: 9.28 eV


Q: Which value of E_HOMO does entry 1 give?
A: -4.80 eV